Record 1
DFT (ωB97M-V/def2-TZVPD) results for CH21HfO13 as an isolated structure at a distorted geometry.

Geometry as ORCA input:
```
! RIJCOSX wB97M-V def2-TZVPD def2/J DEFGRID3
* xyz 3 1
Hf -1.52122 -26.67001 9.97205
C -1.72642 -29.05054 9.03082
O -0.85812 -28.19955 8.70486
O -2.03406 -30.18541 8.34399
O -2.34936 -28.54659 9.99197
H -1.63431 -30.30534 7.50996
O -1.96662 -27.70228 12.41302
H -1.26448 -27.85285 13.02669
H -2.74090 -27.66402 12.97554
O -0.80145 -29.81890 5.74626
H 0.02767 -29.98059 5.24296
H -1.51120 -29.98732 5.14237
O -3.63982 -26.43869 10.56170
H -3.88168 -25.99600 11.34923
H -4.28028 -27.14656 10.48734
O -1.81852 -27.14870 5.80580
H -1.41705 -27.99568 5.80728
H -1.13258 -26.73540 5.22290
O -2.59372 -26.41409 8.09200
H -3.34834 -25.85918 8.02007
H -2.42666 -26.72291 7.14919
O 1.46867 -29.52816 7.34150
H 0.58466 -29.73385 6.97111
H 2.11582 -29.53031 6.61230
O 0.19839 -27.39266 10.91153
H 0.52134 -27.29978 11.79163
H 0.80113 -28.06144 10.48705
O 0.88181 -26.87083 6.65694
H 1.56431 -26.51904 6.10285
H 1.09605 -27.79466 6.81312
O 2.01278 -29.12237 10.09326
H 1.81837 -29.23127 9.17045
H 2.66571 -28.40295 10.07104
O 0.14320 -25.76930 8.96626
H 0.60969 -26.10843 8.14612
H 0.36584 -24.86567 8.80652
*
```

Calculated values
- Kohn-Sham gap: 9.9 eV

=====

Record 2
DFT (ωB97M-V/def2-TZVPD) results for one molecule with the formula C4H7N3O2 at a distorted geometry.

Geometry as ORCA input:
```
! RIJCOSX wB97M-V def2-TZVPD def2/J DEFGRID3
* xyz 0 1
C -2.28082 -1.76880 -0.17745
C -1.14777 -0.85647 0.03707
C -0.68961 1.61959 -0.00461
C 1.20559 -0.73293 0.35565
H -3.02446 -1.90323 0.65048
H -2.89162 -1.51966 -1.04961
H -1.78601 -2.76753 -0.31679
H -2.46197 0.69675 0.40832
H 0.39123 1.45346 -0.15485
H 1.56552 -0.86931 1.39273
H 3.72548 0.19406 -0.68744
N -1.44960 0.48368 0.31903
N 0.05318 -1.31107 -0.11144
N 2.02247 -0.14987 -0.44945
O -1.07038 2.75877 -0.11762
O 3.26726 -0.01028 0.14090
*
```

Calculated values
- Kohn-Sham gap: 9.6 eV
- ΔE to the lowest compared entry with this formula, charge and spin: 3.0884 eV

=====

Record 3
DFT (ωB97M-V/def2-TZVPD) results for a 9-piece molecular cluster, C47H63F8NO26 overall at a distorted geometry.

Geometry as ORCA input:
```
! RIJCOSX wB97M-V def2-TZVPD def2/J DEFGRID3
* xyz 0 1
C -1.92252 -3.51905 1.57095
C -2.75463 -2.69626 0.45526
C -1.76870 -2.22950 -0.71398
C -1.20470 -0.71893 -0.49138
C 0.34688 -0.80140 -0.11774
C 1.05666 0.63226 -0.05951
C 2.39860 0.52765 0.80627
C 3.72646 0.32884 -0.04646
C 5.01418 0.64594 0.46858
C 5.26810 1.26231 1.91587
C 5.88514 0.04993 2.80387
C 6.31815 0.54794 4.26726
C 6.10272 -0.70787 5.25449
C 7.87801 0.97149 4.15293
C 6.30505 0.34757 -0.45121
O 7.28947 1.09854 -0.50701
C 6.19398 -1.02388 -1.28221
C 4.90775 -1.35661 -1.77772
C 4.55353 -2.70337 -2.53729
C 4.22126 -2.45105 -4.06985
C 4.05209 -3.86835 -4.79547
C 2.55388 -4.21275 -5.23834
C 1.79486 -3.03915 -6.01100
N 2.39871 -2.70709 -7.35537
C 3.75001 -0.26997 -1.52949
O 2.98498 0.08359 -2.44456
H -1.17879 -4.23120 1.08532
H -2.65896 -4.16559 2.16852
H -1.44623 -2.79352 2.30341
H -3.51250 -3.44683 0.02689
H -3.26458 -1.84773 1.00429
H -2.23302 -2.34823 -1.75494
H -0.86093 -2.91500 -0.68567
H -1.83818 -0.29164 0.36465
H -1.41342 -0.09213 -1.42855
H 0.41108 -1.34453 0.88934
H 0.86134 -1.42942 -0.92489
H 0.34346 1.30487 0.54154
H 1.17948 1.13606 -1.06686
H 2.45146 1.37689 1.56116
H 2.29665 -0.43106 1.44084
H 4.32982 1.65538 2.41285
H 6.07091 2.07772 1.83483
H 5.14887 -0.82328 2.81278
H 6.82195 -0.30226 2.24864
H 5.67366 1.44498 4.53194
H 6.32901 -0.38121 6.31810
H 6.81746 -1.51959 4.87546
H 5.01846 -1.07542 5.16913
H 8.16243 1.41797 5.15646
H 8.44528 0.00511 3.96914
H 8.01921 1.66713 3.26881
H 7.08175 -1.70708 -1.44322
H 5.40102 -3.44724 -2.35615
H 3.60073 -3.10566 -2.02649
H 3.32344 -1.76474 -4.14291
H 5.10862 -1.90771 -4.52394
H 4.36692 -4.67267 -4.03573
H 4.78100 -3.97131 -5.66551
H 2.62930 -5.08598 -5.98445
H 1.95688 -4.57720 -4.33613
H 0.74056 -3.44062 -6.23912
H 1.64117 -2.09202 -5.40178
H 3.35046 -3.10620 -7.35635
H 1.87914 -3.31614 -8.01129
C 6.81086 3.27419 -2.68270
C 5.32570 3.23911 -2.86210
O 5.06111 4.42777 -3.58144
C 6.18653 4.67163 -4.31128
O 6.23750 5.42922 -5.23214
O 7.24387 3.93864 -3.86452
F 4.68755 3.30573 -1.66757
H 7.11597 3.85412 -1.80758
H 7.24512 2.27740 -2.61078
H 4.96026 2.37739 -3.42851
C -5.83242 -0.74388 3.80890
C -6.52472 0.56073 3.57820
O -5.79372 1.12701 2.50365
C -5.31668 0.06788 1.79192
O -4.88728 0.14749 0.67893
O -5.39577 -1.09075 2.49792
F -6.40744 1.37249 4.65572
H -4.96476 -0.64931 4.46795
H -6.50033 -1.50616 4.21415
H -7.57789 0.46844 3.29781
C -0.85256 4.88276 -0.46632
C -1.03261 5.61451 0.82631
O -1.78535 4.70761 1.60651
C -1.44148 3.46767 1.15866
O -1.66605 2.45501 1.74959
O -0.80228 3.52564 -0.04326
F -1.76175 6.74266 0.65104
H -1.69582 5.01920 -1.14880
H 0.06531 5.16721 -0.98207
H -0.09829 5.85473 1.34163
C 9.43292 5.57678 4.48132
C 8.10753 5.24810 3.86984
O 7.73890 4.04921 4.52284
C 8.32643 4.11050 5.75167
O 8.02806 3.41312 6.67262
O 9.29116 5.07050 5.80157
F 8.23134 4.99683 2.54401
H 10.26348 5.06837 3.98414
H 9.63329 6.64872 4.49132
H 7.33646 6.00662 4.03210
C -7.91595 -5.66191 4.11392
C -8.23046 -4.86218 2.89156
O -8.63179 -3.61237 3.42079
C -7.95935 -3.48297 4.59666
O -7.83441 -2.44860 5.18753
O -7.43792 -4.66662 5.01248
F -9.27306 -5.39911 2.21125
H -8.79953 -6.14357 4.54209
H -7.15747 -6.42135 3.92935
H -7.38228 -4.72007 2.21594
C -6.76231 3.38033 0.20820
C -8.24346 3.37806 0.00030
O -8.46674 4.56672 -0.73303
C -7.32352 4.77777 -1.44151
O -7.23651 5.52571 -2.36862
O -6.29222 4.02503 -0.96972
F -8.90224 3.46839 1.18182
H -6.46022 3.96008 1.08465
H -6.35219 2.37377 0.29550
H -8.61745 2.52089 -0.56673
C -5.92315 3.78722 -4.60458
C -5.46423 3.18600 -5.89550
O -5.79106 1.81804 -5.74737
C -6.87248 1.78874 -4.91892
O -7.58569 0.84143 -4.77969
O -7.04430 2.97576 -4.27447
F -4.12056 3.29688 -6.03546
H -5.17354 3.70941 -3.81257
H -6.21304 4.83251 -4.71032
H -5.96248 3.58854 -6.78201
C -5.23821 -6.14521 -0.79273
C -5.69117 -7.56792 -0.89307
O -5.43644 -8.07793 0.40202
C -5.55077 -7.01411 1.24172
O -5.66773 -7.10312 2.42827
O -5.52339 -5.83289 0.56567
F -4.94058 -8.25680 -1.78424
H -4.16622 -6.03042 -0.97456
H -5.78130 -5.48556 -1.47022
H -6.75158 -7.68721 -1.13263
*
```

Calculated values
- Kohn-Sham gap: 8.5 eV
- ΔE to the lowest compared entry with this formula, charge and spin: 4.4315 eV

=====

Record 4
DFT (ωB97M-V/def2-TZVPD) results for a 2-piece molecular cluster, C3H6NO3 overall at a distorted geometry.

Geometry as ORCA input:
```
! RIJCOSX wB97M-V def2-TZVPD def2/J DEFGRID3
* xyz -1 1
O -0.87262 -2.18045 0.22751
C -0.12505 -1.32480 -0.23842
C -0.45215 -0.40553 -1.39076
N 0.36152 0.82073 -1.13839
H 0.94931 -1.22534 0.05811
H -0.13973 -0.88794 -2.35427
H -1.59782 -0.26162 -1.34072
H 0.04716 1.57944 -1.75685
H 0.20404 1.09181 -0.14467
O 1.52333 0.14422 1.74281
C 0.41464 0.68201 1.99693
O -0.66107 0.78994 1.31443
H 0.34846 1.17752 3.02431
*
```

Calculated values
- Kohn-Sham gap: 8.6 eV
- ΔE to the lowest compared entry with this formula, charge and spin: 1.9412 eV

=====

Record 5
DFT (ωB97M-V/def2-TZVPD) results for a 2-piece molecular cluster, C4H11NS2 overall.

Geometry as ORCA input:
```
! RIJCOSX wB97M-V def2-TZVPD def2/J DEFGRID3
* xyz 0 1
N 2.01816 0.68841 -0.63118
C 1.65828 0.11489 0.66933
C 0.01049 1.05450 2.27266
C 1.14035 1.18055 1.58529
H 2.25873 -0.04614 -1.28002
H 2.85032 1.24531 -0.53583
H 2.50481 -0.40193 1.14492
H 0.87583 -0.62872 0.51872
H -0.32842 1.83731 2.93172
H -0.59285 0.15900 2.18563
H 1.71855 2.09432 1.67701
C -2.88509 -0.63573 -1.41549
S -1.15280 -0.14310 -1.56390
S -0.28693 -1.86362 -2.30420
H -3.34411 -0.82988 -2.38343
H -3.39466 0.20230 -0.94033
H -2.98223 -1.52838 -0.80110
H -0.06843 -2.49909 -1.12977
*
```

Calculated values
- Kohn-Sham gap: 9.6 eV
- ΔE to the lowest compared entry with this formula, charge and spin: 1.1378 eV

=====

Record 6
DFT (ωB97M-V/def2-TZVPD) results for a 2-piece molecular cluster, CH5NO2Si overall at a distorted geometry.

Geometry as ORCA input:
```
! RIJCOSX wB97M-V def2-TZVPD def2/J DEFGRID3
* xyz 0 3
C 0.06908 0.18218 -0.53821
N 0.82700 -0.91420 -1.02721
O 0.50357 -1.21951 -2.17858
O 1.74324 -1.35576 -0.30288
Si -0.13348 0.49041 1.42769
H -0.26413 0.83633 -1.26560
H -2.32586 0.51416 -1.53121
H -0.37134 1.80216 1.66904
H -1.19781 -0.44752 1.64346
H 1.14973 0.11174 2.10350
*
```

Calculated values
- Kohn-Sham gap (alpha / beta): 10.0 / 9.0 eV
- ΔE to the lowest compared entry with this formula, charge and spin: 3.2277 eV
- <S²>: 2.0089